(1)
{"formula": "C17H29N4O7S2", "method": "ωB97M-V/def2-TZVPD", "orbital_gap_ev": 7.3, "lumo_ev": 1.96, "e_tot_ha": -2207.2558, "total_charge": -1, "symbols": ["C", "C", "C", "C", "O", "N", "C", "C", "S", "C", "N", "N", "C", "O", "C", "S", "C", "C", "O", "C", "N", "C", "O", "O", "H", "H", "H", "H", "H", "H", "H", "H", "H", "H", "H", "H", "H", "H", "H", "H", "H", "H", "H", "H", "H", "H", "H", "O", "C", "O", "C", "C", "C", "H", "H", "H", "H", "H", "H"], "coordinates": [[2.50979, -1.14766, -0.14370], [1.44790, -0.94582, -1.23618], [0.57689, 0.29516, -1.00254], [-0.88846, 0.03169, -1.29137], [-1.65470, 1.17800, -0.93498], [-2.94888, 0.78033, -0.48942], [-3.93957, 1.30058, -1.42980], [-4.97219, 0.23833, -1.78249], [-4.20783, -1.30525, -2.33598], [-4.01496, -2.13262, -0.82838], [-3.20639, -3.10817, -0.55666], [-3.40988, -3.38717, 0.79875], [-4.29637, -2.55100, 1.20668], [-4.75631, -1.74221, 0.22465], [-3.13536, 1.21572, 0.91233], [-2.22247, 0.08072, 2.02299], [-2.76518, 2.69633, 1.14610], [-1.30584, 3.10277, 1.36458], [-0.85457, 2.87803, 2.70324], [-1.14641, 4.61172, 1.10448], [0.22637, 5.04996, 0.86811], [-4.65327, 1.04022, 1.35737], [-4.89448, 0.10413, 2.12356], [-5.41867, 1.91939, 0.89860], [2.08765, -1.72259, 0.68275], [2.84956, -0.18459, 0.23645], [3.37296, -1.67770, -0.53306], [0.82663, -1.83952, -1.32326], [1.98313, -0.84272, -2.18402], [0.65171, 0.58532, 0.05031], [0.94144, 1.14417, -1.58466], [-1.02939, -0.19633, -2.35712], [-1.24120, -0.83785, -0.73475], [-3.40918, 1.55685, -2.34969], [-4.43705, 2.20072, -1.06900], [-5.64512, 0.07583, -0.94434], [-5.57542, 0.57377, -2.62751], [-4.69854, -2.40353, 2.19332], [-1.02376, 0.20930, 1.43661], [-3.17540, 3.27390, 0.31826], [-3.31200, 3.01346, 2.03924], [-0.62060, 2.60444, 0.67894], [-1.53758, 2.39098, 3.17610], [-1.79989, 4.94068, 0.29584], [-1.50251, 5.10918, 2.01156], [0.83319, 4.61551, 1.55193], [0.52424, 4.77946, -0.05955], [5.70342, -0.89625, -0.21664], [6.24053, -1.96064, -0.24833], [5.56304, -3.11609, -0.46456], [6.43783, -4.24570, -0.34399], [7.83979, -3.69487, -0.58574], [7.71307, -2.27516, -0.03579], [6.32393, -4.66298, 0.65899], [6.13539, -4.99449, -1.07176], [8.61909, -4.29198, -0.11664], [8.04164, -3.65749, -1.65703], [7.91943, -2.22626, 1.03440], [8.33086, -1.55002, -0.55724]]}

=====

(2)
{"formula": "C4H6O", "method": "ωB97M-V/def2-TZVPD", "orbital_gap_ev": 9.0, "lumo_ev": 0.42, "de_lowest_kj_mol": 157.8, "e_tot_ha": -231.1636, "smiles": "C=CC(=C)O", "total_charge": 0, "symbols": ["C", "C", "C", "C", "O", "H", "H", "H", "H", "H", "H"], "coordinates": [[-0.74660, -1.75716, 0.55382], [-0.68376, -0.40004, 0.54813], [0.17307, 0.40962, -0.38127], [0.32923, 1.73251, -0.26426], [1.20615, -0.39767, -0.98406], [-0.04797, -2.31007, -0.10065], [-1.23538, -2.36030, 1.30153], [-1.30328, 0.19443, 1.18653], [0.54378, 2.34307, -1.16042], [-0.01427, 2.18994, 0.69114], [1.77903, 0.35567, -1.39050]]}

=====

(3)
{"formula": "C4H7NO", "method": "ωB97M-V/def2-TZVPD", "orbital_gap_ev": 9.4, "lumo_ev": 1.03, "de_lowest_kj_mol": 393.6, "e_tot_ha": -286.4817, "total_charge": 0, "symbols": ["C", "C", "C", "N", "C", "O", "H", "H", "H", "H", "H", "H", "H"], "coordinates": [[0.47574, -0.29134, -1.48590], [0.50450, 0.69821, -0.36166], [-1.18311, 0.41013, 0.56808], [-0.67189, -0.48870, 1.53194], [0.59028, -0.51640, 1.52876], [1.32509, 0.25210, 0.67559], [1.45546, -0.42894, -1.95984], [0.16875, -1.27686, -1.10482], [-0.22363, 0.02771, -2.25663], [-0.22212, 1.46759, -0.12568], [-1.70699, 1.26198, 1.06929], [-1.86766, -0.01432, -0.16761], [1.17981, -1.11927, 2.20376]]}

=====

(4)
{"formula": "C35H36Cl2N3O4Si2V", "method": "ωB97M-V/def2-TZVPD", "s2": 0.85, "orbital_gap_ev": [6.8, 6.4], "lumo_ev": [-4.19, -4.11], "de_lowest_kj_mol": 89.3, "multiplicity": 2, "e_tot_ha": -4263.7598, "total_charge": 1, "symbols": ["V", "C", "O", "C", "N", "C", "C", "C", "C", "C", "C", "C", "C", "C", "C", "C", "C", "N", "C", "N", "C", "C", "O", "C", "C", "C", "C", "C", "C", "H", "H", "H", "H", "H", "H", "H", "H", "H", "H", "H", "H", "H", "H", "H", "H", "H", "H", "H", "C", "Si", "C", "C", "C", "C", "C", "C", "C", "Si", "C", "C", "H", "H", "H", "H", "H", "H", "H", "H", "H", "H", "H", "H", "H", "H", "H", "H", "Cl", "C", "Cl", "C", "O", "O", "H"], "coordinates": [[-1.14082, 0.49595, 0.70038], [-3.52998, -3.43164, 1.35724], [-3.41650, -2.66062, 2.58695], [-2.68250, -1.60004, 2.23544], [-2.41986, -1.35611, 1.01728], [-3.20716, -2.38729, 0.26518], [-2.55284, -3.04294, -0.90492], [-3.40270, -3.92191, -1.66041], [-2.88967, -4.60700, -2.76621], [-1.56904, -4.51195, -3.12245], [-0.78504, -3.54971, -2.49941], [-1.25342, -2.81876, -1.34511], [-2.30022, -0.60427, 3.30014], [-2.60927, -0.74787, 4.68544], [-2.32105, 0.26700, 5.55816], [-1.60314, 1.34647, 5.08852], [-1.23761, 1.32192, 3.71831], [-1.61274, 0.40013, 2.85930], [-0.43896, 2.31488, 3.02545], [-0.06508, 2.14769, 1.78360], [0.35511, 3.49453, 1.26090], [0.69655, 4.19884, 2.58162], [-0.18919, 3.54692, 3.51736], [1.54831, 3.59822, 0.35350], [1.86720, 4.78400, -0.25392], [2.96465, 4.90249, -1.13115], [3.74566, 3.83256, -1.46040], [3.35494, 2.57965, -0.93773], [2.37019, 2.47846, 0.01756], [-4.43930, -3.95720, 1.32336], [-2.78970, -4.28959, 1.36848], [-4.07498, -1.83404, -0.11859], [-4.40267, -3.98708, -1.39678], [-3.55908, -5.06622, -3.44887], [-1.25112, -5.07231, -4.02547], [0.25471, -3.44586, -2.82304], [-0.58772, -2.10923, -0.89654], [-3.02770, -1.69644, 4.97372], [-2.62431, 0.07233, 6.53178], [-1.21002, 2.15064, 5.68793], [-0.53200, 3.96455, 0.86233], [0.58903, 5.25155, 2.48247], [1.76078, 3.95162, 2.75028], [1.31530, 5.68976, -0.12835], [3.11368, 5.84319, -1.58342], [4.58599, 3.93943, -2.20736], [3.81323, 1.64124, -1.21372], [2.20173, 1.48488, 0.41804], [-0.48084, -0.11172, -3.61978], [0.75698, 0.74271, -2.58544], [1.86658, 1.84507, -3.62094], [1.90762, -0.68688, -1.89883], [2.74655, -1.25987, -2.88512], [3.62961, -2.31998, -2.67773], [3.60434, -2.96801, -1.42871], [2.83909, -2.40330, -0.43095], [1.96353, -1.29897, -0.54873], [1.01759, -0.80842, 1.11044], [2.07861, -0.05061, 2.46121], [0.41883, -2.42804, 1.88093], [-0.17030, -1.08865, -4.10877], [-0.91256, 0.49827, -4.38624], [-1.33709, -0.50603, -3.11052], [1.69184, 1.67477, -4.65077], [2.95659, 1.80682, -3.38155], [1.59998, 2.90097, -3.28339], [2.73412, -0.92807, -3.97509], [4.19697, -2.65080, -3.50824], [3.98923, -3.99870, -1.29751], [2.89163, -2.89462, 0.53840], [3.02299, 0.41531, 2.15351], [2.40326, -0.87021, 3.10908], [1.55228, 0.60746, 3.14015], [1.19425, -3.06043, 2.37802], [-0.23987, -3.01152, 1.26174], [-0.13451, -2.04408, 2.76807], [-2.77847, 3.06496, -2.65387], [-2.12657, 2.76109, -1.01992], [-3.27589, 2.64358, 0.31867], [-1.20306, 1.60153, -0.98641], [-1.67328, 0.37189, -1.06507], [-0.01328, 1.85186, -1.55540], [-1.52839, 3.60183, -0.82816]]}

=====

(5)
{"formula": "C27H38Br2ClO11P", "method": "ωB97M-V/def2-TZVPD", "orbital_gap_ev": 7.2, "lumo_ev": -0.73, "e_tot_ha": -7828.7671, "smiles": "C=CCC1=C(CCOC=O)C(=O)C(P(O)Cl)=C(/C(Br)=C(\\C)Br)C1=O.CCOC(C)=O.CCOC(C)=O.CCOC(C)=O", "total_charge": 0, "symbols": ["C", "C", "C", "C", "C", "C", "C", "O", "C", "O", "C", "O", "C", "P", "O", "Cl", "C", "C", "Br", "C", "C", "Br", "C", "O", "H", "H", "H", "H", "H", "H", "H", "H", "H", "H", "H", "H", "H", "H", "C", "C", "O", "C", "C", "O", "H", "H", "H", "H", "H", "H", "H", "H", "C", "C", "O", "C", "C", "O", "H", "H", "H", "H", "H", "H", "H", "H", "C", "C", "O", "C", "C", "O", "H", "H", "H", "H", "H", "H", "H", "H"], "coordinates": [[-5.64456, 3.53272, -0.44178], [-5.54220, 2.89224, 0.70787], [-4.17508, 2.85952, 1.42907], [-3.02277, 2.48788, 0.51941], [-1.88755, 3.17210, 0.41809], [-1.64189, 4.44228, 1.25520], [-1.42786, 3.96647, 2.74160], [-0.75149, 2.68976, 2.68965], [-1.32356, 1.75325, 3.50084], [-2.00848, 0.89465, 3.09169], [-0.76365, 2.71517, -0.50525], [0.10355, 3.49133, -0.71714], [-0.79299, 1.31071, -1.06661], [0.78072, 0.63199, -1.83712], [2.01071, 1.49744, -1.13304], [0.75665, 1.25018, -3.85794], [-1.91254, 0.60233, -0.99400], [-1.97447, -0.79631, -1.53151], [-0.86130, -2.10436, -0.60651], [-2.72336, -1.17624, -2.54966], [-3.60155, -0.18717, -3.30604], [-2.74997, -3.02541, -3.12465], [-3.14389, 1.22849, -0.31018], [-4.17201, 0.64886, -0.44086], [-6.45120, 3.32337, -1.15166], [-4.93794, 4.32056, -0.73482], [-6.42889, 2.42376, 1.14153], [-4.22701, 2.08040, 2.21233], [-4.05544, 3.84725, 1.90100], [-0.77843, 5.01039, 0.89371], [-2.55744, 5.04617, 1.15265], [-2.37461, 3.90346, 3.29410], [-0.71997, 4.66598, 3.21876], [-1.11890, 1.73982, 4.59258], [2.71930, 1.54800, -1.80529], [-3.04076, 0.65118, -3.74468], [-4.04047, -0.73532, -4.15853], [-4.44578, 0.11902, -2.67426], [3.56104, -0.23366, 5.27611], [3.27610, 1.09736, 4.61128], [1.96419, 1.57086, 4.93372], [1.66606, 2.27568, 6.03827], [2.67109, 2.35153, 7.16138], [0.57532, 2.77233, 6.14266], [3.54162, -0.15214, 6.36369], [4.53993, -0.60980, 4.97594], [2.80179, -0.96541, 4.99756], [4.03024, 1.85149, 4.84320], [3.28819, 0.97082, 3.52908], [2.45858, 1.56311, 7.88278], [2.56638, 3.31949, 7.64788], [3.70587, 2.27772, 6.83473], [-3.94695, -7.98978, -0.98156], [-4.39256, -8.16792, -2.41859], [-4.25729, -6.95228, -3.16010], [-3.11904, -6.56063, -3.76051], [-1.82730, -7.26462, -3.42255], [-3.13392, -5.61132, -4.49807], [-2.89029, -7.72745, -0.91831], [-4.10935, -8.90698, -0.41352], [-4.50502, -7.17989, -0.51043], [-3.87572, -8.98922, -2.91846], [-5.45431, -8.41245, -2.43977], [-1.32545, -6.72120, -2.62204], [-1.19532, -7.26085, -4.30865], [-1.95260, -8.30597, -3.13399], [7.49646, -0.35939, -3.72089], [7.15971, 0.99407, -4.31210], [5.81053, 1.37107, -4.01636], [5.43300, 1.98312, -2.88425], [6.39168, 2.04044, -1.72034], [4.31167, 2.41278, -2.78762], [7.43019, -0.35010, -2.63229], [8.50663, -0.65956, -4.00235], [6.79288, -1.11291, -4.07667], [7.85879, 1.77244, -4.00153], [7.22126, 0.93904, -5.39846], [6.19914, 1.19570, -1.05937], [6.21394, 2.96720, -1.17790], [7.43991, 2.04538, -2.01013]]}